Entry from the OMol25 dataset: 10 unconnected molecules or ions with the total composition C20H45BCl18OSi (the ωB97M-V functional and the def2-TZVPD basis).

Element x y z (Å)
C  -5.43801  0.90494  2.60520
C  -4.79845  0.14623  1.42201
B  -3.74437  -0.85918  2.02700
O  -4.17721  -1.91296  2.79291
Si  -1.72327  -0.68803  1.79055
H  -6.15269  0.27313  3.13632
H  -5.95407  1.80531  2.26656
H  -4.69498  1.20882  3.35044
H  -4.34408  0.86204  0.73172
H  -5.58039  -0.38563  0.86709
H  -5.01704  -2.27508  2.48477
H  -1.28946  0.72634  1.61029
H  -1.29907  -1.47196  0.61155
H  -0.98343  -1.22551  2.96074
Cl  1.35276  -3.12006  -0.42962
C  2.13404  -1.94079  -1.52045
C  2.65786  -0.74227  -0.77424
Cl  1.33563  0.27777  -0.13575
H  1.40285  -1.65451  -2.27030
H  2.96139  -2.45380  -2.00859
H  3.23401  -0.10698  -1.44266
H  3.28288  -1.03887  0.06434
Cl  -3.36702  -1.45406  -1.55862
C  -3.93233  -3.00207  -2.23116
C  -5.26703  -3.41543  -1.66727
Cl  -5.14698  -3.87324  0.05844
H  -3.16777  -3.74717  -2.02454
H  -4.01916  -2.87033  -3.30870
H  -5.62311  -4.29707  -2.19850
H  -6.00827  -2.62400  -1.74299
Cl  -10.55491  -3.53679  -1.49559
C  -9.37870  -4.20715  -0.33549
C  -9.00976  -3.22042  0.74231
Cl  -8.07725  -1.84298  0.10045
H  -8.50027  -4.51381  -0.89834
H  -9.83730  -5.08391  0.11835
H  -8.37854  -3.71656  1.47818
H  -9.88962  -2.81479  1.23489
Cl  3.84618  3.59825  -1.73917
C  3.53428  3.72292  0.01461
C  4.69060  3.19761  0.82938
Cl  4.86741  1.43588  0.60514
H  2.62633  3.15944  0.21645
H  3.37187  4.77485  0.24214
H  4.50081  3.37651  1.88632
H  5.63329  3.65995  0.54866
Cl  6.67325  6.91185  -4.06136
C  6.24629  5.60422  -5.19733
C  6.36308  4.24057  -4.56520
Cl  8.05534  3.80372  -4.21036
H  6.89816  5.69696  -6.06224
H  5.21483  5.77204  -5.50278
H  5.97600  3.48891  -5.25135
H  5.81131  4.19455  -3.63054
Cl  2.39195  0.44934  -4.04208
C  0.83784  1.09218  -4.64227
C  -0.32933  0.51989  -3.87450
Cl  -0.54063  -1.22297  -4.20362
H  0.77229  0.85585  -5.70104
H  0.86942  2.17247  -4.51187
H  -1.24847  1.01645  -4.18028
H  -0.19327  0.63677  -2.80105
Cl  7.93994  1.56840  4.52925
C  7.25982  0.40307  3.35752
C  6.53335  -0.73036  4.03053
Cl  7.64453  -1.81621  4.91283
H  8.07797  0.03623  2.74291
H  6.56115  0.94907  2.72814
H  6.04284  -1.33582  3.27052
H  5.79456  -0.37085  4.74191
Cl  9.51676  -5.08319  -0.29503
C  9.94307  -3.99383  1.05163
C  8.75609  -3.66303  1.91847
Cl  7.56093  -2.64989  1.05795
H  10.37899  -3.09630  0.62025
H  10.69301  -4.50546  1.65237
H  9.07912  -3.09709  2.78962
H  8.24032  -4.56124  2.24786
Cl  -10.45994  3.36854  3.96409
C  -8.74252  3.54738  3.51784
C  -8.53840  3.54105  2.02369
Cl  -8.88254  1.94617  1.30753
H  -8.19449  2.73610  3.99079
H  -8.40337  4.49794  3.92600
H  -7.49719  3.77332  1.80353
H  -9.17970  4.26866  1.53284

Force components x, y, z for each atom (eV/Å):
C 0.04 0.01 0.11
C 0.00 -0.01 -0.04
B 0.02 0.02 0.02
O 0.36 -0.35 -0.49
Si -0.06 0.05 0.42
H -0.03 0.04 -0.08
H -0.04 -0.08 0.02
H 0.03 0.05 -0.11
H 0.00 -0.07 0.01
H 0.01 0.04 0.00
H -0.26 0.31 0.29
H -0.05 -0.05 -0.07
H -0.02 0.04 -0.03
H 0.01 0.03 -0.01
Cl 0.00 0.01 0.00
C -0.02 -0.01 0.00
C 0.07 0.01 -0.03
Cl 0.01 0.00 0.00
H -0.01 -0.02 0.01
H 0.01 0.01 0.02
H 0.01 -0.03 -0.01
H -0.07 0.01 0.04
Cl -0.07 0.07 0.01
C 0.04 -0.03 -0.06
C -0.03 -0.05 0.00
Cl 0.02 -0.05 -0.03
H 0.00 0.02 0.02
H -0.01 0.01 0.01
H 0.00 0.00 0.01
H 0.02 0.02 0.03
Cl 0.01 0.00 0.00
C 0.03 -0.02 -0.01
C 0.03 -0.04 0.05
Cl -0.07 0.13 0.01
H 0.00 0.00 0.01
H -0.01 0.01 0.00
H 0.01 0.01 -0.01
H 0.00 0.00 -0.03
Cl -0.05 -0.01 -0.01
C -0.01 0.03 0.06
C -0.09 0.03 -0.05
Cl 0.13 -0.04 0.07
H 0.01 -0.01 0.00
H 0.02 0.00 -0.03
H -0.01 -0.04 0.00
H -0.02 0.00 -0.04
Cl 0.00 0.00 0.00
C 0.00 -0.01 -0.02
C -0.02 0.00 0.00
Cl 0.00 0.01 0.00
H 0.00 0.01 0.01
H 0.00 0.00 0.01
H 0.01 0.00 0.00
H 0.02 -0.01 0.01
Cl 0.06 0.07 -0.14
C -0.07 -0.01 0.07
C 0.00 0.03 0.00
Cl -0.01 0.00 -0.02
H 0.02 -0.02 0.01
H 0.00 -0.01 0.03
H 0.00 -0.01 0.00
H 0.00 -0.02 0.00
Cl -0.01 -0.01 -0.01
C 0.02 0.01 -0.01
C -0.07 -0.03 -0.08
Cl 0.01 0.01 0.04
H 0.00 0.00 0.02
H 0.01 0.00 0.01
H 0.01 0.00 0.01
H 0.04 0.01 0.02
Cl 0.00 0.01 0.01
C 0.01 0.01 0.00
C 0.01 -0.03 0.03
Cl -0.01 0.03 0.00
H -0.01 -0.01 0.00
H -0.01 0.00 -0.01
H -0.01 0.01 -0.01
H -0.01 0.01 -0.02
Cl 0.01 0.00 0.00
C 0.03 0.00 0.01
C 0.02 0.01 0.01
Cl -0.01 -0.03 -0.03
H -0.01 0.00 -0.01
H -0.01 0.00 0.00
H -0.01 -0.01 0.00
H -0.01 -0.01 0.01

F_max ... 0.70 eV/Å
SMILES string ... CCB(O)[SiH3].ClCCCl.ClCCCl.ClCCCl.ClCCCl.ClCCCl.ClCCCl.ClCCCl.ClCCCl.ClCCCl
HOMO energy ... -9.15 eV
Kohn-Sham gap ... 9.51 eV

Mulliken population analysis, charges in e, atoms 1 to 5:
1 C -0.7557
2 C -0.1573
3 B 0.4441
4 O -0.5685
5 Si 0.5147